Entry 1:
Entry from the Open Molecules 2025 dataset: a structure of composition C3H5NO2 (wB97M-V/def2-TZVPD).

Results
E_HOMO in hartree: -0.308
LUMO level in eV: 0.569
Total energy in Ha: -322.42384
F_max in eV/Å: 0.373
Relative energy (zero: lowest compared OMol25 entry of this formula, charge and spin) in kcal per mole: 94.4

Cartesian coordinates (Å):
O1 1.06 1.57 -0.82
C1 0.72 0.77 0.19
C2 -1.20 -0.19 0.08
N1 -0.27 -1.23 0.25
C3 0.97 -0.68 0.02
O2 2.03 -1.24 -0.18
H1 1.10 2.48 -0.49
H2 -0.43 0.84 0.66
H3 -2.06 -0.20 0.77
H4 -1.47 0.08 -0.94
H5 -0.46 -2.20 0.47

Löwdin analysis output, partial charges in e: number 1, O, carries 0.056; number 2, C, carries -0.119; number 3, C, carries -0.077; number 4, N, carries 0.022; number 5, C, carries -0.515; number 6, O, carries 0.059; number 7, H, carries 0.119; number 8, H, carries 0.107; number 9, H, carries 0.100; number 10, H, carries 0.100; number 11, H, carries 0.149

---

Entry 2:
Entry from the Open Molecules 2025 dataset: a cluster of 2 separate species, C3H5NO2 in total (wB97M-V/def2-TZVPD).

Results
E_HOMO in hartree: -0.382
LUMO level in eV: 0.681
Total energy in Ha: -322.49287
F_max in eV/Å: 0.765
Relative energy (zero: lowest compared OMol25 entry of this formula, charge and spin) in kcal per mole: 51.1

Cartesian coordinates (Å):
O1 -2.18 -1.21 0.02
C1 -1.32 -0.43 -0.03
N1 -0.53 0.48 -0.20
C2 0.64 0.72 0.58
C3 1.46 -0.54 0.79
O2 1.14 -1.61 0.34
H1 0.35 1.12 1.56
H2 1.27 1.48 0.09
H3 2.36 -0.40 1.41
H4 -1.31 0.42 -2.21
H5 -1.89 -0.02 -2.34

Löwdin analysis output, partial charges in e: number 1, O, carries 0.166; number 2, C, carries -0.385; number 3, N, carries 0.063; number 4, C, carries -0.173; number 5, C, carries -0.231; number 6, O, carries 0.075; number 7, H, carries 0.128; number 8, H, carries 0.124; number 9, H, carries 0.123; number 10, H, carries 0.052; number 11, H, carries 0.058

---

Entry 3:
Entry from the Open Molecules 2025 dataset: an isolated molecule of C3H5NO2 in a non-equilibrium geometry (wB97M-V/def2-TZVPD).

Results
E_HOMO in hartree: -0.343
LUMO level in eV: 0.763
Total energy in Ha: -322.51015
F_max in eV/Å: 5.234
Relative energy (zero: lowest compared OMol25 entry of this formula, charge and spin) in kcal per mole: 40.3

Cartesian coordinates (Å):
N1 -1.73 1.27 -0.28
C1 -1.12 0.15 0.18
O1 -1.75 -0.90 0.37
C2 0.57 0.26 0.49
C3 1.21 -0.82 0.20
O2 2.53 -0.81 -0.13
H1 -1.31 1.98 -0.74
H2 -2.72 1.11 -0.52
H3 0.96 1.22 0.73
H4 0.62 -1.75 -0.04
H5 2.74 -1.71 -0.26

Löwdin analysis output, partial charges in e: number 1, N, carries 0.152; number 2, C, carries -0.448; number 3, O, carries 0.001; number 4, C, carries 0.020; number 5, C, carries -0.229; number 6, O, carries 0.033; number 7, H, carries 0.045; number 8, H, carries 0.129; number 9, H, carries 0.081; number 10, H, carries 0.146; number 11, H, carries 0.070

---

Entry 4:
Entry from the Open Molecules 2025 dataset: an isolated molecule of C3H5NO2 in a non-equilibrium geometry (wB97M-V/def2-TZVPD).

Results
E_HOMO in hartree: -0.333
LUMO level in eV: 0.308
Total energy in Ha: -322.50964
F_max in eV/Å: 5.028
Relative energy (zero: lowest compared OMol25 entry of this formula, charge and spin) in kcal per mole: 40.6

Cartesian coordinates (Å):
C1 -0.98 -0.22 1.16
C2 -0.19 -0.06 0.10
N1 -0.63 0.16 -1.21
C3 1.30 -0.26 0.26
O1 1.88 -0.82 1.14
O2 1.76 0.96 -0.32
H1 -2.03 -0.45 1.06
H2 -0.55 -0.36 2.13
H3 -1.64 0.15 -1.30
H4 -0.15 -0.36 -1.94
H5 1.23 1.25 -1.08

Löwdin analysis output, partial charges in e: number 1, C, carries 0.072; number 2, C, carries -0.359; number 3, N, carries 0.078; number 4, C, carries -0.410; number 5, O, carries 0.152; number 6, O, carries 0.052; number 7, H, carries 0.060; number 8, H, carries 0.061; number 9, H, carries 0.100; number 10, H, carries 0.106; number 11, H, carries 0.088

---

Entry 5:
Entry from the Open Molecules 2025 dataset: an isolated molecule of C3H5NO2 (wB97M-V/def2-TZVPD).

Results
E_HOMO in hartree: -0.359
LUMO level in eV: 0.909
Total energy in Ha: -322.51322
F_max in eV/Å: 0.504
Relative energy (zero: lowest compared OMol25 entry of this formula, charge and spin) in kcal per mole: 38.3

Cartesian coordinates (Å):
H1 -0.45 0.58 2.40
N1 -0.35 0.25 1.44
C1 -0.58 1.17 0.60
O1 -0.47 0.96 -0.71
C2 -0.21 -0.40 -1.05
C3 1.06 -0.97 -0.41
O2 2.16 -0.55 -0.69
H2 -0.87 2.20 0.81
H3 -0.08 -0.40 -2.14
H4 -1.07 -1.02 -0.76
H5 0.92 -1.81 0.29

Löwdin analysis output, partial charges in e: number 1, H, carries 0.066; number 2, N, carries 0.128; number 3, C, carries -0.298; number 4, O, carries -0.050; number 5, C, carries -0.148; number 6, C, carries -0.265; number 7, O, carries 0.061; number 8, H, carries 0.139; number 9, H, carries 0.132; number 10, H, carries 0.121; number 11, H, carries 0.115

---

Entry 6:
Entry from the Open Molecules 2025 dataset: an isolated molecule of C3H5NO2 in a non-equilibrium geometry (wB97M-V/def2-TZVPD).

Results
E_HOMO in hartree: -0.378
LUMO level in eV: 0.530
Total energy in Ha: -322.52247
F_max in eV/Å: 3.241
Relative energy (zero: lowest compared OMol25 entry of this formula, charge and spin) in kcal per mole: 32.5

Cartesian coordinates (Å):
C1 -0.88 0.88 0.72
C2 0.23 0.89 -0.25
O1 0.59 1.89 -0.88
N1 0.96 -0.35 -0.31
C3 0.34 -1.55 -0.68
O2 1.07 -2.54 -0.62
H1 -0.69 0.37 1.65
H2 -1.88 0.79 0.16
H3 -0.88 1.88 1.08
H4 1.94 -0.58 -0.05
H5 -0.81 -1.67 -0.81

Löwdin analysis output, partial charges in e: number 1, C, carries -0.020; number 2, C, carries -0.459; number 3, O, carries 0.082; number 4, N, carries 0.086; number 5, C, carries -0.298; number 6, O, carries -0.013; number 7, H, carries 0.082; number 8, H, carries 0.134; number 9, H, carries 0.070; number 10, H, carries 0.169; number 11, H, carries 0.165

---

Entry 7:
Entry from the Open Molecules 2025 dataset: an isolated molecule of C3H5NO2 in a non-equilibrium geometry (wB97M-V/def2-TZVPD).

Results
E_HOMO in hartree: -0.334
LUMO level in eV: 0.336
Total energy in Ha: -322.39276
F_max in eV/Å: 4.492
Relative energy (zero: lowest compared OMol25 entry of this formula, charge and spin) in kcal per mole: 113.9

Cartesian coordinates (Å):
C1 -0.40 0.14 0.19
N1 -0.99 -0.75 -0.74
C2 0.88 -0.39 1.20
O1 -0.74 1.50 0.12
C3 1.45 0.05 0.08
O2 2.31 0.35 -0.69
H1 -0.09 1.97 -0.42
H2 -0.77 -0.14 1.24
H3 -0.56 -0.67 -1.66
H4 -1.99 -0.61 -0.82
H5 0.89 -1.43 1.50

Löwdin analysis output, partial charges in e: number 1, C, carries -0.483; number 2, N, carries 0.081; number 3, C, carries 0.061; number 4, O, carries 0.012; number 5, C, carries -0.341; number 6, O, carries 0.129; number 7, H, carries 0.099; number 8, H, carries 0.160; number 9, H, carries 0.086; number 10, H, carries 0.089; number 11, H, carries 0.107

---

Entry 8:
Entry from the Open Molecules 2025 dataset: an isolated molecule of C3H5NO2 (wB97M-V/def2-TZVPD).

Results
E_HOMO in hartree: -0.365
LUMO level in eV: 0.063
Total energy in Ha: -322.54538
F_max in eV/Å: 0.666
Relative energy (zero: lowest compared OMol25 entry of this formula, charge and spin) in kcal per mole: 18.2

Cartesian coordinates (Å):
C1 1.68 -0.07 -0.44
N1 0.35 -0.42 0.02
C2 -0.63 0.51 0.13
O1 -0.53 1.70 -0.08
C3 -2.03 -0.03 0.50
O2 -2.36 -1.18 0.37
H1 1.69 0.97 -0.77
H2 2.41 -0.19 0.37
H3 1.98 -0.72 -1.27
H4 0.14 -1.35 0.34
H5 -2.71 0.78 0.84

Löwdin analysis output, partial charges in e: number 1, C, carries -0.060; number 2, N, carries 0.019; number 3, C, carries -0.468; number 4, O, carries 0.059; number 5, C, carries -0.150; number 6, O, carries 0.075; number 7, H, carries 0.086; number 8, H, carries 0.085; number 9, H, carries 0.085; number 10, H, carries 0.138; number 11, H, carries 0.131

---

Entry 9:
Entry from the Open Molecules 2025 dataset: an isolated molecule of C3H5NO2 (wB97M-V/def2-TZVPD).

Results
E_HOMO in hartree: -0.356
LUMO level in eV: 0.602
Total energy in Ha: -322.53775
F_max in eV/Å: 0.583
Relative energy (zero: lowest compared OMol25 entry of this formula, charge and spin) in kcal per mole: 23.0

Cartesian coordinates (Å):
C1 0.99 -1.36 0.39
N1 -0.08 -0.52 -0.12
C2 -0.17 0.78 0.23
O1 0.46 1.32 1.12
C3 -1.19 1.58 -0.58
O2 -2.37 1.35 -0.51
H1 1.14 -1.13 1.45
H2 0.71 -2.41 0.28
H3 1.92 -1.17 -0.14
H4 -0.62 -0.84 -0.91
H5 -0.80 2.40 -1.21

Löwdin analysis output, partial charges in e: number 1, C, carries -0.064; number 2, N, carries 0.017; number 3, C, carries -0.480; number 4, O, carries 0.074; number 5, C, carries -0.160; number 6, O, carries 0.079; number 7, H, carries 0.089; number 8, H, carries 0.086; number 9, H, carries 0.091; number 10, H, carries 0.138; number 11, H, carries 0.131

---

Entry 10:
Entry from the Open Molecules 2025 dataset: a structure of composition C3H5NO2 (wB97M-V/def2-TZVPD).

Results
E_HOMO (spin up / spin down) in hartree: -0.300 / -0.300
LUMO level (spin up / spin down) in eV: 0.235 / 0.236
Total energy in Ha: -322.42431
F_max in eV/Å: 0.600
Relative energy (zero: lowest compared OMol25 entry of this formula, charge and spin) in kcal per mole: 94.1

Cartesian coordinates (Å):
O1 0.25 -2.15 1.09
C1 0.11 -0.83 0.81
C2 0.61 1.29 -0.40
N1 -0.64 1.47 -0.01
C3 -0.71 -0.41 -0.21
O2 -1.26 -0.76 -1.21
H1 0.07 -2.66 0.29
H2 0.40 -0.17 1.62
H3 1.41 1.39 0.33
H4 0.90 1.19 -1.45
H5 -1.26 1.59 -0.82

Löwdin analysis output, partial charges in e: number 1, O, carries 0.026; number 2, C, carries -0.167; number 3, C, carries -0.073; number 4, N, carries 0.021; number 5, C, carries -0.375; number 6, O, carries 0.068; number 7, H, carries 0.111; number 8, H, carries 0.119; number 9, H, carries 0.080; number 10, H, carries 0.104; number 11, H, carries 0.085

---

What did the fourth record say?
Entry from the Open Molecules 2025 dataset: an isolated molecule of C3H5NO2 in a non-equilibrium geometry (wB97M-V/def2-TZVPD).

Results
E_HOMO in hartree: -0.333
LUMO level in eV: 0.308
Total energy in Ha: -322.50964
F_max in eV/Å: 5.028
Relative energy (zero: lowest compared OMol25 entry of this formula, charge and spin) in kcal per mole: 40.6

Cartesian coordinates (Å):
C1 -0.98 -0.22 1.16
C2 -0.19 -0.06 0.10
N1 -0.63 0.16 -1.21
C3 1.30 -0.26 0.26
O1 1.88 -0.82 1.14
O2 1.76 0.96 -0.32
H1 -2.03 -0.45 1.06
H2 -0.55 -0.36 2.13
H3 -1.64 0.15 -1.30
H4 -0.15 -0.36 -1.94
H5 1.23 1.25 -1.08

Löwdin analysis output, partial charges in e: number 1, C, carries 0.072; number 2, C, carries -0.359; number 3, N, carries 0.078; number 4, C, carries -0.410; number 5, O, carries 0.152; number 6, O, carries 0.052; number 7, H, carries 0.060; number 8, H, carries 0.061; number 9, H, carries 0.100; number 10, H, carries 0.106; number 11, H, carries 0.088